Here is 2 unconnected molecules or ions with the total composition C4H12N4 from the Open Molecules 2025 dataset. Energies are from wB97M-V/def2-TZVPD.

Geometry (Å):
1 H 2.4368 1.6984 0.9489
2 N -2.8276 0.3865 -1.5775
3 H -3.3226 -0.1399 -2.3880
4 N 2.2441 -1.1307 -0.5370
5 C -1.6441 0.2231 -1.1723
6 H 0.8369 -1.1276 2.0919
7 N 1.5028 1.8509 0.5284
8 C -1.0095 0.8202 0.0255
9 H 2.8574 -1.2301 -1.3802
10 H -1.7089 1.5567 0.5967
11 H -0.6854 -0.6968 2.4819
12 C 0.4899 1.0770 0.5103
13 H 1.3980 -1.8949 -0.9796
14 H 1.4596 2.7869 0.0042
15 H -3.3839 1.0718 -1.2591
16 C -0.1124 -1.0604 1.6536
17 H -0.9587 -0.5259 -1.6379
18 H -0.3968 -2.0432 1.3964
19 H 2.8465 -1.4781 0.1765
20 N -0.0221 -0.1438 0.5172

**Net charge**: +2
**E_tot**: -10281.8564 eV
**LUMO**: -9.22 eV
**HOMO**: -17.3198 eV


Here is 2 unconnected molecules or ions with the total composition C4H12N4S from the Open Molecules 2025 dataset. Energies are from wB97M-V/def2-TZVPD.

Geometry (Å):
1 N 1.8051 2.1916 -1.6505
2 H -0.7694 0.5692 1.3034
3 N 0.0121 -0.5483 -1.4319
4 H -3.0871 -0.0730 0.6701
5 H 0.8448 -0.7057 -2.0496
6 H -1.5752 -2.4405 0.8384
7 H 1.7942 1.7158 -2.4790
8 C -0.9493 -0.3517 0.5826
9 C 2.1316 0.7390 0.3401
10 N 0.2269 -0.4557 -0.2309
11 H 3.6558 0.3846 2.1305
12 C -1.0384 -1.7242 1.4173
13 S 2.6042 -0.2563 1.6101
14 H -0.8557 -0.7570 -1.9015
15 H 1.7472 3.2512 -1.6864
16 C -2.3041 0.0081 -0.0225
17 H -0.0485 -2.1917 1.7910
18 H -2.6006 -0.6820 -0.8440
19 H -1.4637 -1.4250 2.3575
20 N 2.0898 1.6439 -0.4516
21 H -2.2197 1.1076 -0.2931

**Net charge**: +2
**E_tot**: -21115.6867 eV
**LUMO**: -9.78 eV
**HOMO**: -18.0828 eV


Here is a gas-phase ion, C4H12N5 (charge +1) from the Open Molecules 2025 dataset. Energies are from wB97M-V/def2-TZVPD.

Geometry (Å):
1 H 2.6516 0.8275 -2.5168
2 H 1.0405 0.9948 2.4203
3 C 1.7578 0.9220 -3.0487
4 H -2.5982 -1.5297 0.0119
5 N 1.4105 0.3209 1.7394
6 H -0.1222 -1.0787 3.0444
7 H 2.0364 0.3290 -0.6363
8 H -1.2437 0.1163 2.6960
9 H -2.5451 0.0439 0.7923
10 C -0.7265 -0.6738 2.2481
11 N 0.6863 0.5340 -2.1356
12 C -0.1209 -0.0952 -0.1344
13 H 1.9612 -0.4012 2.2069
14 H -3.2342 -0.1786 -0.8828
15 N 0.1777 -0.3321 1.1743
16 N -1.1809 -0.2137 -0.7742
17 H -1.3769 -1.4743 2.0174
18 H 1.3805 1.9249 -3.3680
19 H 1.5925 0.1292 -3.7395
20 N 0.9662 0.3150 -0.9467
21 C -2.5126 -0.4800 -0.1680

**Net charge**: +1
**E_tot**: -11782.3531 eV
**LUMO**: -5.40 eV
**HOMO**: -13.0561 eV


Here is 2 unconnected molecules or ions with the total composition C4H12N5O from the Open Molecules 2025 dataset. Energies are from wB97M-V/def2-TZVPD.

Geometry (Å):
1 H 0.6061 0.0597 -2.1162
2 H 3.1793 -0.2074 0.5593
3 C -1.0769 -1.3067 -0.0332
4 H 1.7774 -1.1618 -0.0704
5 H -3.9107 -1.7213 -1.0338
6 H -0.2053 1.3821 -1.3503
7 H 0.0043 -2.8967 0.0973
8 N 0.0025 0.4355 1.1928
9 H -0.9906 1.3082 2.7828
10 H 1.3941 1.5817 -2.2108
11 N -2.1840 -1.8078 -0.3916
12 N -3.1151 -1.1319 -0.8438
13 H -0.8081 2.3100 1.3889
14 O 0.0282 -1.9580 -0.0800
15 C 0.7570 0.9454 -1.5600
16 H -2.0116 0.5360 0.5100
17 H 3.1043 -0.4265 -1.0880
18 N 1.5754 0.8379 -0.3838
19 N -1.0283 -0.0295 0.5464
20 H 0.7461 1.9636 2.3469
21 C -0.2426 1.5927 1.9998
22 C 2.3984 -0.3053 -0.2623

**Net charge**: +1
**E_tot**: -13826.8814 eV
**LUMO (spin up / spin down)**: -5.88 / -5.73 eV
**HOMO (spin up / spin down)**: -12.9062 / -12.6487 eV


Here is a gas-phase ion, C4H12N6 (charge +2) from the Open Molecules 2025 dataset. Energies are from wB97M-V/def2-TZVPD.

Geometry (Å):
1 C -0.5747 -1.0126 0.5257
2 H 1.7113 2.1446 0.8379
3 H 1.4695 0.7316 -2.1426
4 H 0.5632 -2.4624 1.4451
5 H -2.5755 -1.3111 0.1419
6 N 1.2659 1.4454 -1.4597
7 N 1.8302 -0.8449 0.0903
8 H -2.8411 0.5778 -1.3683
9 H -1.1078 -3.1690 0.9465
10 N -0.9784 1.2410 -0.8818
11 H 0.0576 2.2910 1.2587
12 H -0.9932 1.9697 -1.4772
13 H -1.0046 -2.0953 2.2559
14 H 1.1873 2.3865 -1.8567
15 C 0.5690 -0.4656 -0.0018
16 C -1.9904 0.4568 -0.7477
17 N 0.7506 1.7773 0.7521
18 H 2.0767 -1.6857 0.5952
19 N -0.4656 -2.2964 1.3004
20 N -1.8453 -0.5715 0.0850
21 C 0.3342 1.0538 -0.4312
22 H 2.5611 -0.1611 0.1322

**Net charge**: +2
**E_tot**: -13265.1886 eV
**LUMO**: -7.58 eV
**HOMO**: -16.5899 eV


Here is 2 unconnected molecules or ions with the total composition C4H12NO from the Open Molecules 2025 dataset. Energies are from wB97M-V/def2-TZVPD.

Geometry (Å):
1 H -0.2502 -1.0840 1.6282
2 H 2.6983 -2.1620 -1.7945
3 C 1.8595 -1.9522 -1.1307
4 C -1.2601 0.6162 1.1302
5 N -0.0775 -0.2176 1.1116
6 H -1.7318 3.6862 0.5803
7 H -0.0448 -1.0173 -1.0653
8 H -0.3237 2.1558 2.2682
9 H 0.0223 2.2527 0.5379
10 H 0.1200 -2.0933 -2.4959
11 C -0.7433 2.0516 1.2658
12 H -1.7099 0.5090 0.1418
13 O -1.8404 2.9472 1.1765
14 H 1.6484 -2.8983 -0.6269
15 H 0.9022 -0.5434 -2.4682
16 C 0.6260 -1.3898 -1.8340
17 H -2.0081 0.4112 1.8946
18 H 2.1130 -1.2720 -0.3196

**Spin multiplicity**: 2
**E_tot**: -7877.7019 eV
**LUMO (spin up / spin down)**: 0.94 / -0.45 eV
**HOMO (spin up / spin down)**: -9.9566 / -10.2291 eV


Here is a gas-phase ion, C4H12NO (charge +1) from the Open Molecules 2025 dataset. Energies are from wB97M-V/def2-TZVPD.

Geometry (Å):
1 N 0.2444 0.5756 0.6372
2 C -0.4943 -0.4671 1.4622
3 H -1.6825 -2.0771 0.7851
4 H 0.0710 -0.7482 2.3448
5 H -0.0118 -2.5903 1.4106
6 C 0.0926 0.6485 -0.8546
7 C -0.6299 -1.9261 0.8408
8 H -1.4738 -0.0652 1.7078
9 H -0.6885 -2.2349 -1.1458
10 H 0.3721 2.3111 -2.1957
11 H 0.3877 -0.2539 -1.3680
12 H 1.0498 2.6099 -0.5803
13 H 1.2448 0.7237 0.7832
14 H 1.8617 1.6024 -1.7939
15 O -0.0567 -2.1353 -0.4381
16 C 0.8896 1.8606 -1.3575
17 H -0.9309 0.7492 -1.2139
18 H -0.2452 1.4171 0.9759

**Net charge**: +1
**E_tot**: -7872.3363 eV
**LUMO**: -3.40 eV
**HOMO**: -14.6743 eV


Here is 2 unconnected molecules or ions with the total composition C4H12NO from the Open Molecules 2025 dataset. Energies are from wB97M-V/def2-TZVPD.

Geometry (Å):
1 C -1.5648 -0.4527 -0.5543
2 H -1.5864 1.6387 -1.1992
3 H 0.2577 -1.7320 0.0867
4 C 0.2073 0.0776 1.0044
5 H 1.3099 0.1512 1.1866
6 H -0.7767 1.8395 1.6156
7 H -2.2126 -1.0684 0.0805
8 N -0.1321 -0.8392 -0.1987
9 H 0.2953 1.9114 0.0897
10 C -1.5925 1.0512 -0.2952
11 O 2.7172 -0.8546 -0.4874
12 H -0.0212 -0.5368 1.8912
13 H -1.7669 -0.7202 -1.5790
14 C -0.4656 1.3659 0.7009
15 H 3.3122 -1.3014 -1.1101
16 H 3.4477 -0.5679 0.0825
17 H -2.5681 1.4031 0.0728
18 H 0.4220 -0.4770 -0.9767

**Net charge**: +1
**E_tot**: -7873.4575 eV
**LUMO**: -3.07 eV
**HOMO**: -15.6989 eV


Here is 2 unconnected molecules or ions with the total composition C4H12NO2 from the Open Molecules 2025 dataset. Energies are from wB97M-V/def2-TZVPD.

Geometry (Å):
1 H 0.5608 2.3382 0.5447
2 N 0.3596 -0.6448 -0.9264
3 H 1.6753 1.5721 -0.6881
4 H -0.8455 -0.5769 -3.4536
5 O 1.8109 0.7643 1.2320
6 H -0.0393 0.1591 2.7364
7 H -0.8709 1.1274 3.4173
8 C -1.4682 -0.8969 -2.6145
9 C 1.1062 1.4090 0.2835
10 H 0.9624 -0.3152 -1.6813
11 H -0.7539 1.2452 -0.7916
12 H -2.1656 -1.6313 -3.0587
13 H -0.5718 0.1309 0.6899
14 C -0.1188 0.5177 -0.2367
15 O -0.5559 0.2257 3.5682
16 C -0.6539 -1.5097 -1.4950
17 H -1.2916 -1.8019 -0.6337
18 H -2.0408 -0.0357 -2.2745
19 H -0.1424 -2.3757 -1.9522

**Net charge**: -1
**E_tot**: -9926.9275 eV
**LUMO**: 3.74 eV
**HOMO**: -2.5445 eV


Here is 2 unconnected molecules or ions with the total composition C4H12NO2 from the Open Molecules 2025 dataset. Energies are from wB97M-V/def2-TZVPD.

Geometry (Å):
1 H -1.1007 2.2885 -0.3516
2 O 0.9457 2.3008 -0.4240
3 C 0.3064 -0.6266 0.4989
4 H 0.9154 -0.1008 2.5857
5 H -2.0982 -0.2309 -1.0956
6 H -0.9601 0.7870 1.0343
7 C 1.2816 -0.0629 1.6236
8 H -3.2218 -1.0766 -0.3952
9 C -0.1727 1.7806 -0.7053
10 C 1.0592 -1.1821 -0.7259
11 H 1.0257 -2.3036 -0.6051
12 H 1.3851 0.9528 1.3628
13 H -0.1749 -1.4979 0.9669
14 N -0.7042 0.3540 0.1425
15 H 2.0153 -0.7841 -0.7134
16 H 0.6577 -0.7831 -1.6723
17 O -2.9820 -0.6543 -1.2800
18 H 2.1765 -0.5470 1.4914
19 H -0.3541 1.3861 -1.7377

**Net charge**: -1
**E_tot**: -9926.7902 eV
**LUMO**: 4.09 eV
**HOMO**: -3.1947 eV


Q: Look up the E_tot of the first one.
A: -10281.8564 eV